Record 1
# C55H54N6O5PPdS3Se

A molecular structure, C55H54N6O5PPdS3Se (ωB97M-V/def2-TZVPD, the Open Molecules 2025 dataset).

Highest occupied orbital energy   -10.42 eV
Relative energy (zero: lowest compared OMol25 entry of this formula, charge and spin)   92.2 kJ/mol
Max |F|   0.0279 Eh/bohr
Total charge   +1

XYZ file:
```
126
Properties=species:S:1:pos:R:3:forces:R:3
Pd -0.037 -0.927 -0.132 -0.38 -0.69 -0.19
N 1.181 0.532 0.721 -0.06 0.05 -0.20
S 0.971 1.920 0.269 0.30 -0.20 -0.22
N -0.266 2.908 0.696 -0.07 -0.22 -0.05
S -1.294 2.705 1.835 0.27 1.37 -0.32
N -2.742 2.331 1.369 -0.05 -1.04 0.26
S -2.705 0.905 0.501 0.09 0.40 0.32
N -1.565 0.055 0.820 0.19 -0.14 -0.41
C -2.920 1.495 -1.168 -0.04 0.02 -0.04
C -2.345 0.767 -2.197 0.01 -0.04 0.00
C -2.584 1.162 -3.507 0.05 -0.05 0.02
C -3.377 2.267 -3.768 -0.03 0.03 0.01
C -3.924 3.004 -2.722 0.02 0.00 -0.04
C -3.705 2.616 -1.412 0.03 0.00 -0.03
C -4.287 0.198 0.859 -0.13 0.18 -0.07
C -5.132 0.696 1.835 -0.02 -0.01 0.01
C -6.341 0.048 2.052 0.01 -0.02 0.01
C -6.673 -1.078 1.313 -0.01 0.01 -0.01
C -5.804 -1.572 0.347 0.00 -0.03 -0.02
C -4.607 -0.925 0.104 0.04 0.01 0.06
C -0.480 1.981 3.260 -0.18 -0.22 -0.25
C -0.551 0.623 3.538 0.03 0.23 0.26
C 0.273 0.120 4.537 -0.12 -0.05 -0.05
C 1.134 0.958 5.225 0.03 -0.04 0.04
C 1.183 2.312 4.929 0.02 0.24 0.01
C 0.376 2.849 3.939 0.17 -0.47 0.00
C -1.641 4.370 2.377 -0.26 -0.15 0.12
C -1.562 5.377 1.431 0.07 0.01 0.05
C -1.967 6.655 1.787 0.00 -0.01 -0.05
C -2.456 6.903 3.060 -0.01 0.02 0.02
C -2.540 5.879 3.993 0.00 -0.05 -0.01
C -2.135 4.597 3.654 -0.09 0.04 -0.06
C 2.351 2.980 0.674 -0.07 0.10 0.14
C 2.288 4.330 0.346 -0.03 -0.01 0.03
C 3.366 5.146 0.639 0.02 0.01 -0.01
C 4.495 4.615 1.253 0.00 0.02 -0.01
C 4.541 3.271 1.584 -0.02 -0.03 0.01
C 3.461 2.445 1.297 0.02 -0.01 0.02
C 0.875 2.103 -1.506 0.02 -0.05 -0.01
C 0.217 3.145 -2.143 -0.07 -0.04 0.03
C 0.262 3.218 -3.525 0.03 0.02 -0.02
C 0.957 2.259 -4.252 -0.02 0.02 0.00
C 1.593 1.211 -3.603 0.00 -0.03 0.03
C 1.559 1.126 -2.218 0.09 0.09 0.00
H -1.729 -0.098 -1.983 -0.07 0.00 0.02
H -2.147 0.599 -4.321 0.00 0.00 0.00
H -3.579 2.555 -4.791 0.03 0.04 -0.01
H -4.526 3.878 -2.931 -0.03 -0.01 0.00
H -4.131 3.175 -0.590 -0.02 0.00 0.02
H -4.852 1.568 2.408 -0.01 0.03 -0.01
H -7.024 0.425 2.802 0.00 0.00 0.02
H -7.619 -1.573 1.486 0.00 -0.02 0.03
H -6.052 -2.463 -0.215 -0.01 0.01 -0.02
H -3.920 -1.290 -0.649 0.02 -0.03 0.00
H -1.213 -0.020 2.983 0.01 -0.07 -0.10
H 0.242 -0.937 4.766 -0.03 0.01 0.00
H 1.771 0.556 6.001 0.01 0.00 -0.01
H 1.853 2.965 5.472 0.01 -0.01 0.01
H 0.433 3.900 3.704 0.03 0.04 -0.06
H -1.195 5.159 0.439 0.01 0.02 -0.02
H -1.913 7.455 1.061 0.01 0.00 -0.01
H -2.782 7.900 3.325 0.01 0.01 0.01
H -2.930 6.073 4.982 0.02 0.00 0.01
H -2.206 3.792 4.373 -0.02 -0.03 0.01
H 1.408 4.740 -0.129 -0.01 0.01 -0.01
H 3.327 6.197 0.389 0.01 0.00 -0.01
H 5.339 5.255 1.474 0.01 0.01 0.01
H 5.415 2.854 2.065 0.01 -0.01 0.01
H 3.474 1.403 1.568 -0.02 -0.02 -0.02
H -0.343 3.869 -1.568 -0.01 0.02 0.00
H -0.249 4.022 -4.037 -0.01 0.01 -0.01
H 1.007 2.335 -5.330 -0.03 -0.02 -0.02
H 2.124 0.458 -4.170 0.01 -0.01 0.00
H 2.071 0.328 -1.691 0.02 0.01 -0.01
Se 3.281 -1.096 1.777 0.47 -0.10 0.13
N 3.802 -0.710 0.122 -0.01 0.08 0.15
C 5.108 -0.532 0.162 0.04 0.05 -0.06
C 5.912 -0.179 -0.973 -0.05 -0.05 0.04
C 7.248 -0.046 -0.806 0.04 -0.01 0.02
C 7.875 -0.231 0.476 -0.01 0.01 -0.05
C 7.155 -0.536 1.579 -0.06 0.01 0.01
C 5.736 -0.701 1.453 0.07 -0.07 -0.01
N 4.925 -1.028 2.441 -0.12 0.01 0.09
H 5.435 -0.029 -1.932 -0.01 0.00 -0.01
H 7.872 0.205 -1.654 0.00 0.02 0.00
H 8.949 -0.123 0.546 0.01 0.03 0.00
H 7.616 -0.668 2.548 0.00 -0.02 0.01
C 1.489 -5.628 0.774 0.00 0.04 -0.03
C 1.664 -4.175 1.149 -0.11 -0.03 0.11
O 2.213 -3.426 0.036 0.21 0.11 -0.04
P 1.382 -2.591 -1.019 -0.25 0.20 0.17
O 0.563 -3.785 -1.703 0.00 0.11 -0.03
C 0.032 -3.689 -3.038 -0.02 0.00 -0.11
C -0.432 -5.066 -3.448 -0.02 0.01 0.03
O 2.464 -2.196 -2.104 0.03 0.31 0.07
C 3.745 -2.849 -2.273 0.05 -0.12 -0.07
C 3.614 -4.214 -2.911 -0.02 0.03 -0.01
H 1.150 -6.186 1.648 0.00 0.00 0.01
H 2.432 -6.057 0.435 0.02 0.00 0.01
H 0.748 -5.736 -0.016 -0.02 -0.01 0.01
H 2.392 -4.057 1.952 0.00 -0.01 -0.04
H 0.717 -3.727 1.456 0.03 0.01 -0.03
H 0.817 -3.329 -3.707 0.04 -0.02 0.05
H -0.784 -2.966 -3.040 0.00 -0.01 0.01
H 0.355 -5.797 -3.266 0.02 0.00 -0.05
H -0.673 -5.075 -4.512 -0.03 0.00 -0.01
H -1.319 -5.366 -2.890 0.02 0.00 0.03
H 4.237 -2.908 -1.304 -0.05 0.02 0.02
H 4.315 -2.171 -2.906 -0.01 0.01 0.01
H 2.975 -4.864 -2.315 0.02 -0.02 0.02
H 4.602 -4.671 -2.980 0.00 -0.01 -0.02
H 3.201 -4.142 -3.917 -0.01 0.00 -0.01
O -1.462 -2.141 -0.957 0.09 0.14 0.37
C -1.831 -3.035 -0.088 -0.10 0.02 0.11
O -1.352 -3.143 1.034 0.02 -0.11 -0.09
C -2.935 -3.945 -0.542 -0.07 0.08 -0.04
C -3.458 -3.869 -1.830 -0.01 0.05 0.01
C -4.500 -4.701 -2.210 -0.01 -0.01 -0.01
C -5.025 -5.612 -1.303 -0.01 0.00 0.00
C -4.513 -5.683 -0.014 -0.02 -0.01 0.00
C -3.470 -4.852 0.365 0.03 0.00 -0.01
H -3.046 -3.151 -2.527 -0.01 0.00 0.00
H -4.904 -4.640 -3.212 0.00 -0.01 -0.02
H -5.832 -6.268 -1.601 -0.02 0.01 0.00
H -4.930 -6.384 0.696 0.01 -0.02 0.00
H -3.057 -4.888 1.364 0.01 0.00 0.01
```
Positions in Å, forces in eV/Å.

These are the Löwdin partial charges, in e, on atoms 1 to 8: atom 1 (Pd): 0.785, atom 2 (N): -0.426, atom 3 (S): 0.777, atom 4 (N): -0.374, atom 5 (S): 0.911, atom 6 (N): -0.336, atom 7 (S): 0.789, atom 8 (N): -0.354


Record 2
# C55H55HgN11O4S

A molecular structure, C55H55HgN11O4S (ωB97M-V/def2-TZVPD, the Open Molecules 2025 dataset).

Highest occupied orbital energy   -8.51 eV
Relative energy (zero: lowest compared OMol25 entry of this formula, charge and spin)   147.8 kJ/mol
Max |F|   0.0971 Eh/bohr

XYZ file:
```
127
Properties=species:S:1:pos:R:3:forces:R:3
Hg 1.528 1.664 1.414 -0.32 0.74 -0.05
S -0.513 0.511 -0.413 0.02 -0.95 -1.22
O 0.366 1.641 -0.835 0.32 0.34 0.39
O 0.000 0.021 0.933 0.06 -0.04 0.26
O -1.889 0.969 -0.250 -0.05 -0.19 0.00
O -0.338 -0.588 -1.396 -0.61 0.46 0.91
N 3.261 0.688 0.602 1.55 1.49 0.39
C 3.294 -0.593 0.828 -0.97 -1.54 -1.00
C 4.421 -1.343 0.613 0.72 -0.58 0.56
C 5.610 -0.780 0.215 -0.35 0.11 -0.61
C 5.584 0.591 0.000 0.73 -0.99 -0.32
C 4.432 1.256 0.261 -0.47 1.68 -0.53
H 2.335 -1.065 0.986 0.02 -0.16 0.40
H 4.361 -2.383 0.800 -0.20 -0.95 -0.03
H 6.456 -1.398 -0.074 -0.05 0.15 0.28
H 6.406 1.077 -0.500 0.14 0.31 0.32
H 4.463 2.326 0.086 -0.47 -0.05 0.12
N -2.524 -0.858 4.030 0.57 -0.55 -0.55
C -3.560 -1.198 4.780 -1.69 1.70 -4.38
C -4.899 -1.180 4.273 1.10 -1.41 3.50
C -5.144 -0.923 2.988 -1.23 0.81 -1.66
C -4.039 -0.549 2.225 0.18 -0.33 -1.97
C -2.747 -0.600 2.713 -2.16 -0.28 2.06
H -3.349 -1.466 5.721 0.55 -0.85 3.57
H -5.681 -1.494 4.973 0.16 0.16 -0.35
H -6.208 -1.001 2.618 1.52 0.29 0.07
H -4.125 -0.361 1.148 -0.16 0.10 0.50
H -1.930 -0.504 2.066 1.19 0.49 -0.77
N 4.884 -0.687 -3.183 -0.51 0.17 0.39
C 4.574 -1.990 -2.973 -0.08 1.49 -0.27
C 3.247 -2.407 -2.805 0.81 -1.06 -0.98
C 2.176 -1.497 -2.790 0.94 -1.93 0.04
C 2.527 -0.196 -2.996 0.27 1.68 0.45
C 3.871 0.190 -3.182 -0.38 -0.81 -0.36
H 5.489 -2.601 -2.994 -0.92 -0.32 0.06
H 3.087 -3.489 -2.937 -0.18 0.49 0.78
H 1.177 -1.924 -2.634 0.31 0.85 -0.19
H 1.793 0.592 -2.930 -0.28 0.02 -0.13
H 4.090 1.244 -3.433 0.06 -0.62 0.31
N 1.687 -3.664 0.975 0.10 0.51 -1.12
C 1.770 -4.390 2.077 -0.18 0.47 -0.99
C 0.668 -4.674 2.807 1.03 -1.18 2.31
C -0.504 -4.033 2.523 -1.64 -2.11 2.59
C -0.567 -3.170 1.496 -0.91 0.06 -2.16
C 0.495 -3.120 0.613 2.39 0.72 1.42
H 2.711 -4.765 2.413 0.78 -0.19 -0.23
H 0.906 -5.333 3.680 -1.09 0.55 -0.68
H -1.377 -4.360 3.151 0.66 0.96 -0.74
H -1.510 -2.743 1.233 -0.26 0.60 -0.03
H 0.608 -2.414 -0.205 -0.77 -0.27 -0.25
N -1.971 -4.945 -4.409 -0.33 0.10 -0.85
C -0.674 -4.879 -4.796 -1.78 0.45 3.16
C 0.300 -4.630 -3.857 -0.98 -0.20 1.66
C -0.075 -4.569 -2.496 0.50 -0.40 -0.96
C -1.399 -4.607 -2.185 -0.79 0.24 2.66
C -2.349 -4.738 -3.140 -0.29 -0.77 -2.38
H -0.474 -5.050 -5.797 0.37 -0.20 -1.87
H 1.307 -4.541 -4.097 1.64 0.01 -0.62
H 0.597 -4.630 -1.655 0.60 0.45 -0.24
H -1.750 -4.574 -1.139 0.47 0.06 -0.47
H -3.431 -4.803 -2.938 0.64 0.19 -0.03
N -3.092 5.367 1.026 -0.43 -2.38 -0.67
C -2.626 4.222 0.441 -0.90 1.01 -0.46
C -1.559 4.213 -0.451 0.52 0.82 0.80
C -0.766 5.355 -0.568 -2.34 1.09 1.22
C -1.319 6.541 -0.010 2.63 -0.12 -2.10
C -2.498 6.462 0.655 -1.30 3.61 1.14
H -3.283 3.352 0.486 0.44 0.04 0.50
H -1.325 3.359 -1.018 0.25 -1.17 -0.29
H 0.113 5.406 -1.148 0.85 -0.13 -0.62
H -0.824 7.510 -0.285 -0.71 -0.91 0.60
H -3.050 7.468 0.883 1.06 -1.89 0.00
N 2.102 -0.075 3.377 2.14 -0.20 -0.24
C 1.043 -0.607 3.935 -1.37 0.89 0.09
C 0.995 -1.201 5.200 0.36 -0.32 -0.87
C 2.239 -1.442 5.814 -1.57 1.38 -1.66
C 3.394 -0.931 5.174 0.70 -1.31 1.00
C 3.335 -0.278 3.940 -3.33 -0.93 1.99
H 0.126 -0.429 3.344 0.39 -0.45 0.60
H -0.042 -1.452 5.485 0.97 -0.24 0.46
H 2.235 -1.959 6.742 0.51 -0.26 0.66
H 4.319 -1.217 5.737 -0.49 0.74 -1.07
H 4.155 0.069 3.410 1.53 0.70 -0.75
N -6.224 -2.647 -1.030 -0.24 -0.74 0.83
C -5.101 -2.935 -0.383 1.61 0.96 -0.63
C -3.901 -2.208 -0.620 -0.60 -0.74 0.30
C -3.863 -1.150 -1.545 -1.70 -1.03 0.53
C -5.072 -0.867 -2.206 -0.01 -1.23 0.55
C -6.208 -1.662 -1.895 -0.07 1.78 -0.84
H -5.098 -3.747 0.350 -0.17 0.19 -0.27
H -3.021 -2.516 -0.038 -0.32 0.40 -0.43
H -2.982 -0.565 -1.632 0.61 0.38 -0.34
H -5.132 -0.121 -2.982 -0.05 0.25 0.07
H -7.207 -1.382 -2.305 0.95 -0.34 0.00
N -1.101 -0.042 -6.762 -1.32 0.07 0.00
C -0.881 0.496 -5.577 0.50 0.76 1.87
C -1.024 -0.145 -4.311 -0.18 -0.84 -0.85
C -1.521 -1.439 -4.377 -0.19 0.79 -0.16
C -2.007 -1.889 -5.603 0.03 -1.00 0.92
C -1.797 -1.207 -6.753 1.08 0.79 -1.39
H -0.575 1.552 -5.508 0.28 -0.49 -0.58
H -0.745 0.214 -3.309 -0.01 0.35 -0.86
H -1.603 -2.048 -3.488 -0.04 -0.04 0.09
H -2.458 -2.851 -5.636 -0.49 -0.60 -0.11
H -2.106 -1.611 -7.744 0.29 0.36 0.87
N 0.133 2.934 2.544 -0.31 -1.17 0.18
C -0.890 2.229 3.118 1.03 1.14 -1.78
C -1.854 2.913 3.755 -1.51 -0.30 1.96
C -1.716 4.269 3.996 0.54 1.03 0.96
C -0.601 4.976 3.546 -1.18 -1.83 -0.65
C 0.253 4.244 2.709 1.11 1.11 -0.04
H -1.024 1.193 2.875 0.48 -0.20 0.01
H -2.634 2.307 4.244 0.09 0.58 -0.48
H -2.376 4.830 4.672 -0.12 -0.55 -0.52
H -0.578 6.005 3.825 0.69 0.56 -0.36
H 1.111 4.700 2.156 -0.89 -0.36 0.63
N 2.576 3.967 0.251 1.45 0.72 -0.82
C 3.508 4.878 0.674 -1.39 -0.23 0.23
C 4.269 5.676 -0.157 0.15 0.34 -0.03
C 4.181 5.530 -1.536 -0.48 -1.46 0.99
C 3.330 4.514 -1.974 -0.36 0.55 -0.23
C 2.523 3.781 -1.101 0.46 0.50 1.19
H 3.583 5.105 1.752 -0.23 -0.57 -0.49
H 4.873 6.441 0.317 0.15 -0.12 -0.19
H 4.810 6.075 -2.203 0.08 0.41 -0.39
H 3.189 4.387 -3.031 0.06 -0.31 -0.32
H 1.829 3.017 -1.449 0.03 0.17 0.06
```
Positions in Å, forces in eV/Å.

These are the Löwdin partial charges, in e, on atoms 1 to 8: atom 1 (Hg): 1.215, atom 2 (S): 0.262, atom 3 (O): -0.460, atom 4 (O): -0.493, atom 5 (O): -0.345, atom 6 (O): -0.386, atom 7 (N): -0.031, atom 8 (C): -0.175